1.
A molecular structure, C44H51BiGeN10O6Se2Si3 in a non-equilibrium geometry. Source: OMol25; level of theory: ωB97M-V/def2-TZVPD.

Structure (XYZ):
```
118
Properties=species:S:1:pos:R:3:forces:R:3:mulliken_spin:R:1
Bi 14.93355 13.26106 14.23060 0.2 0.6 -0.5 -0.003
O 14.71263 14.00290 20.71914 0.0 0.3 2.1 0.307
C 14.78124 13.78394 19.59292 0.1 -0.4 -2.3 0.076
C 15.99964 13.11388 18.75387 -0.2 0.3 -2.7 0.067
O 16.95066 12.55443 19.17150 -0.1 0.1 0.8 0.187
C 15.64982 13.37650 17.26616 -0.8 0.2 1.5 0.020
C 14.29122 13.82526 17.19920 0.8 -1.1 -0.5 0.029
O 13.65893 13.91708 16.09348 0.4 -0.1 0.7 0.003
C 13.68214 14.09872 18.47520 -0.6 0.4 -0.6 0.063
O 12.58346 14.54076 18.67745 0.7 -0.4 0.7 0.242
O 16.38725 13.17868 16.26125 -0.6 -0.1 0.5 0.001
C 20.49908 11.64734 12.92150 -0.8 0.6 -0.9 0.000
N 19.24313 12.44073 12.90882 1.2 -1.6 -1.1 0.000
C 18.18388 12.19491 13.64627 -0.9 1.5 0.1 0.000
N 17.19712 13.01459 13.25576 0.4 -0.5 0.0 0.003
C 17.72398 13.64034 12.16579 0.0 -0.3 0.3 0.000
N 18.94374 13.26970 11.87997 0.3 0.4 0.6 0.000
C 20.36657 10.21592 12.52818 -0.4 0.9 0.1 0.000
C 21.08540 9.29791 13.25690 -0.5 -1.1 -1.4 0.000
C 21.09624 8.00225 12.73761 0.3 -0.4 1.8 0.000
C 20.29722 7.65212 11.67984 1.2 -0.9 -0.2 0.000
C 19.59774 8.58574 10.97402 -0.7 1.1 0.1 0.000
C 19.62988 9.90147 11.40296 0.2 0.3 -0.5 0.000
C 18.72003 8.15022 9.91922 -1.0 -1.2 -0.8 0.000
N 18.78210 7.04416 9.24878 -0.1 0.6 -0.6 0.000
N 17.65002 6.99523 8.42267 0.0 1.0 1.0 0.000
C 16.94966 8.05964 8.72637 1.4 -1.5 0.7 0.000
O 17.54930 8.81553 9.68554 0.3 0.2 -0.4 0.000
C 15.61230 8.34921 8.31113 -0.4 0.9 0.9 0.000
C 15.11736 7.71716 7.21450 -0.2 -0.6 -2.0 0.000
C 13.84638 8.07149 6.76529 0.2 0.4 1.3 0.000
C 13.06908 8.98156 7.49401 2.5 -0.5 0.2 0.000
C 13.56348 9.58309 8.65157 -1.2 -0.6 0.3 0.000
C 12.68817 10.47100 9.55769 1.4 0.0 -0.6 0.000
N 13.54905 11.50982 10.11008 1.1 -0.8 -0.8 0.000
C 13.77150 11.70997 11.37828 -0.2 1.6 1.2 0.000
N 14.69910 12.64920 11.56258 0.0 -0.5 -0.2 -0.001
C 15.12551 12.87647 10.28798 -0.8 -1.1 -0.2 0.000
N 14.50144 12.14238 9.37087 -0.3 1.3 0.5 0.000
C 14.82284 9.21953 9.06206 1.1 0.4 1.6 0.000
H 20.86654 11.67289 13.90534 0.7 0.4 1.2 0.000
H 21.18920 12.09783 12.21397 0.0 0.5 0.2 0.000
H 18.14058 11.48226 14.43594 0.0 -0.2 0.5 0.000
H 17.23327 14.39524 11.59499 -0.4 0.2 -0.1 0.000
H 21.63084 9.59205 14.12106 0.4 0.0 0.5 0.000
H 21.63222 7.22276 13.29152 -0.1 0.3 -0.4 0.000
H 20.32717 6.64734 11.31006 -0.2 -0.5 0.0 0.000
H 19.19988 10.71972 10.81441 -0.1 -0.4 0.2 0.000
H 15.78615 7.01817 6.67106 -0.7 0.5 0.3 0.000
H 13.42076 7.67198 5.88014 -0.1 -0.4 -0.7 0.000
H 12.19682 9.26459 7.03658 -2.3 0.7 -0.6 0.000
H 12.32442 9.93080 10.42540 -0.2 -0.3 0.0 0.000
H 11.87081 10.96435 9.06076 -0.3 -0.1 -0.5 0.000
H 13.17034 11.29852 12.15483 -0.2 -0.3 0.3 0.000
H 15.88705 13.57846 10.05945 0.4 0.2 -0.4 0.000
H 15.26094 9.58717 10.04265 -0.6 -0.3 -1.4 0.000
Se 13.81646 10.06889 15.96102 0.5 0.2 -0.1 0.000
Se 12.26752 10.08350 14.23401 -0.4 -0.4 0.1 0.000
C 11.48057 11.78916 14.58999 0.0 -0.2 -0.1 0.000
C 10.37575 11.82335 15.43626 0.2 -0.6 -0.3 0.000
C 9.71553 13.01557 15.53229 -0.5 1.0 0.5 0.000
C 10.20413 14.14840 14.88482 -0.5 -0.5 0.7 0.000
C 11.34278 14.00604 14.14644 0.5 0.5 -1.2 0.000
N 11.96327 12.84187 13.93453 0.0 -0.1 0.5 0.000
C 15.18827 9.41100 14.76804 1.2 -0.8 -0.1 0.000
C 15.54188 8.05200 14.92750 -0.6 1.5 0.0 0.000
C 16.38314 7.48882 14.00797 0.3 -0.2 -0.2 0.000
C 16.92556 8.29401 13.01748 0.3 -0.6 -0.5 0.000
C 16.62466 9.63930 12.99975 0.4 0.2 -0.6 0.000
N 15.77441 10.18679 13.84749 -1.1 0.2 1.0 0.000
H 10.02364 10.92672 15.95589 0.2 0.4 -0.3 0.000
H 8.83753 13.09740 16.15835 -0.1 0.0 0.0 0.000
H 9.71832 15.10694 14.99784 0.0 0.0 -0.1 0.000
H 11.75624 14.85059 13.59640 0.0 -0.1 0.3 0.001
H 15.14443 7.48788 15.74081 -0.4 -0.3 0.3 0.000
H 16.56915 6.42476 14.08584 0.3 0.1 -0.2 0.000
H 17.56008 7.87714 12.24134 -0.1 0.0 0.3 0.000
H 17.09398 10.31559 12.25728 -0.4 -0.5 0.4 0.000
C 14.31132 18.97177 11.97056 0.7 -0.2 1.0 0.000
Si 14.00247 17.10686 12.00339 0.2 -0.2 0.1 0.000
C 12.12629 16.81379 11.97308 -0.3 0.3 1.1 0.000
C 14.62780 16.28734 10.43517 -1.6 -0.4 -0.2 0.000
Ge 15.06960 16.13737 13.95996 0.3 -0.1 -0.1 0.000
Si 14.07664 17.12569 15.93184 1.0 0.7 0.3 0.003
C 13.99922 18.99120 15.54208 0.9 0.0 1.4 0.000
C 12.36094 16.61269 16.39084 0.8 -1.2 0.2 -0.007
C 15.23973 16.89621 17.43446 0.7 1.0 0.1 -0.002
Si 17.42307 16.95392 14.07556 0.0 -0.3 -0.1 0.000
C 18.31065 15.72942 15.17863 -0.4 0.4 0.1 0.001
C 18.34069 17.03678 12.42163 0.8 0.2 -0.7 0.000
C 17.44538 18.72692 14.76129 0.0 -0.3 -2.4 0.000
H 13.60741 19.31627 11.22888 -0.1 0.6 -0.3 0.000
H 15.34473 19.33567 11.77125 -0.7 -0.5 -0.2 0.000
H 14.07615 19.40058 12.96004 -0.2 -0.1 -0.5 0.000
H 11.63047 17.31188 11.15245 0.1 0.3 -0.5 0.000
H 11.60093 17.22701 12.88881 0.6 -0.7 -0.8 0.000
H 11.89272 15.74808 11.82753 0.1 0.3 0.3 0.000
H 14.03861 16.77398 9.62017 0.8 -0.2 0.3 0.000
H 14.26133 15.23210 10.43433 0.5 0.7 0.0 0.000
H 15.69362 16.33400 10.27190 0.3 0.1 -0.2 0.000
H 13.20001 19.16633 14.84794 -0.4 0.3 -0.3 0.000
H 14.94197 19.45253 15.20274 -0.5 -0.4 -0.1 0.000
H 13.78891 19.51714 16.50729 -0.2 -0.4 -0.7 0.000
H 11.72639 16.85971 15.59381 -1.2 0.9 -1.0 0.000
H 12.00819 16.95447 17.34715 -0.2 0.5 0.3 0.001
H 12.31786 15.53019 16.39974 0.0 -0.1 0.2 0.005
H 16.10804 17.62705 17.44043 -0.9 -0.8 -0.2 0.000
H 15.64948 15.90720 17.62114 0.1 0.0 -0.3 0.004
H 14.68823 17.13690 18.34573 -0.2 0.1 0.0 0.001
H 18.37090 14.73550 14.78814 -0.2 -0.6 -0.4 0.000
H 17.72968 15.66673 16.08466 -0.1 -0.1 0.6 -0.001
H 19.31512 16.00255 15.44178 0.6 0.5 0.1 0.000
H 19.46533 17.03687 12.52583 -1.1 0.2 0.3 0.000
H 18.07919 17.94848 11.86413 0.1 -0.1 0.2 0.000
H 18.17879 16.22904 11.69829 -0.2 0.0 0.3 0.000
H 17.15915 18.91064 15.75337 -0.3 0.1 1.4 0.000
H 16.74635 19.27318 14.09358 0.3 -0.1 0.4 0.000
H 18.42750 19.15777 14.54637 0.1 -0.1 0.2 0.000
```
Forces are in eV/Å.

E_LUMO (spin up / spin down) (eV): -3.1 / -5.8
Total charge: +1
Spin multiplicity: 2
Highest occupied orbital energy (spin up / spin down) (eV): -9.954 / -9.937
Orbital gap (spin up / spin down) (eV): 6.8 / 4.1


2.
A molecular structure, C33H52BrClN7O4PRuS in a non-equilibrium geometry. Source: OMol25; level of theory: ωB97M-V/def2-TZVPD.

Structure (XYZ):
```
101
Properties=species:S:1:pos:R:3:forces:R:3:mulliken_spin:R:1
Ru -0.77143 -1.72604 0.56029 -1.6 -0.3 1.4 0.826
N -1.99596 -1.50939 -2.85121 -0.1 -0.1 0.0 0.004
C -3.04150 -1.32759 -1.83687 0.2 -0.2 -0.1 0.031
C -3.27520 -2.58503 -0.99201 0.1 0.3 0.1 -0.004
O -3.88199 -3.53594 -1.50982 -0.1 -0.1 0.0 0.000
N -2.79317 -2.55523 0.26380 1.3 1.2 -0.6 0.004
C -3.15222 -3.63794 1.14466 0.7 -0.3 0.5 -0.002
C -1.93750 -4.35022 1.78603 -1.3 -0.3 -0.4 0.010
O -2.11747 -5.46644 2.27424 0.4 0.2 0.1 0.002
O -0.84436 -3.69166 1.78813 0.7 1.4 -0.7 0.024
H -1.10128 -1.56117 -2.37067 0.0 0.0 0.0 0.008
H -2.15047 -2.40021 -3.31357 0.0 0.0 0.0 0.000
H -3.97675 -1.10153 -2.35614 -0.1 0.0 0.1 0.000
H -2.76359 -0.48803 -1.19959 0.0 0.0 -0.1 -0.006
H -3.76187 -4.38272 0.63485 0.0 0.1 0.0 -0.001
H -3.71110 -3.25006 2.00738 -0.1 0.0 -0.1 -0.001
N -0.23194 -0.16880 -0.60152 -0.3 -0.8 0.6 0.013
P 0.31054 1.20961 -0.98826 -0.2 0.1 0.1 0.027
N 1.92408 1.42315 -0.53577 -0.1 -0.2 -0.1 0.015
C 2.79943 2.48382 -1.01827 0.1 0.0 0.0 0.000
C 4.22201 1.97144 -1.22854 0.0 0.0 0.2 0.000
C 4.82159 1.45354 0.09105 0.0 0.1 0.1 0.000
C 3.72325 0.92316 1.02674 0.0 -0.1 -0.2 0.000
C 2.58965 0.34505 0.19331 -0.1 0.2 0.1 0.011
N 0.41584 1.61564 -2.63647 -0.1 -0.3 0.4 -0.002
C -0.75980 2.14862 -3.33931 -0.1 0.0 -0.2 0.003
C -1.21585 1.23303 -4.46991 0.2 0.1 0.0 -0.001
C -0.10977 1.10430 -5.52695 0.0 0.1 0.1 0.000
C 1.27912 1.10112 -4.86075 -0.1 -0.1 0.0 0.001
C 1.17247 0.63244 -3.41554 0.2 0.1 -0.1 0.008
N -0.60545 2.50380 -0.42726 0.0 -0.2 0.2 0.017
C -0.14055 3.87310 -0.35199 -0.1 0.1 -0.3 0.001
C -1.25298 4.84024 -0.77147 0.0 0.0 0.2 0.000
C -2.53162 4.59571 0.03128 0.0 -0.1 -0.2 0.000
C -2.95085 3.13088 -0.09080 0.1 0.1 0.2 0.000
C -1.78748 2.26931 0.39029 -0.2 -0.1 -0.3 -0.008
H 2.83826 3.31177 -0.29430 0.0 0.1 -0.1 0.000
H 2.39404 2.87260 -1.95467 0.0 0.0 0.0 0.000
H 4.84252 2.77640 -1.62780 0.0 0.0 -0.1 0.000
H 4.20357 1.17188 -1.97253 0.0 0.0 0.0 0.000
H 5.37491 2.25206 0.59189 0.1 0.0 0.0 0.000
H 5.53479 0.65615 -0.13079 0.0 0.0 0.0 0.000
H 3.32096 1.73155 1.64358 0.0 0.0 0.0 0.000
H 4.12736 0.15833 1.69309 0.0 0.0 0.0 0.000
H 1.84854 -0.15501 0.80780 0.1 -0.1 0.0 -0.004
H 3.01222 -0.40158 -0.49900 -0.1 -0.1 0.1 0.004
H -0.50699 3.13674 -3.75385 -0.1 0.0 0.1 0.000
H -1.56911 2.28366 -2.62463 0.0 0.1 0.0 -0.001
H -2.12299 1.64574 -4.91771 0.0 -0.1 0.0 0.000
H -1.45857 0.25726 -4.04326 -0.1 0.1 -0.1 0.000
H -0.17215 1.93398 -6.23713 0.0 0.0 0.0 0.000
H -0.25477 0.18351 -6.09648 0.0 0.0 0.0 0.000
H 1.70357 2.10923 -4.86302 0.0 0.0 0.0 0.000
H 1.96662 0.45471 -5.41010 0.0 0.0 0.0 0.000
H 2.16599 0.52953 -2.97101 0.0 0.0 0.0 -0.001
H 0.70024 -0.35825 -3.38123 0.0 0.0 0.0 -0.001
H 0.71827 3.99747 -1.01197 0.0 0.1 0.1 0.001
H 0.17264 4.11600 0.67685 0.1 0.0 0.0 0.000
H -1.45725 4.69985 -1.83662 0.0 0.0 0.0 0.000
H -0.91165 5.86995 -0.62742 0.0 0.0 -0.1 0.000
H -3.32205 5.26896 -0.31137 0.0 0.0 0.0 0.000
H -2.34372 4.81208 1.08882 0.0 0.1 0.0 0.000
H -3.20792 2.89553 -1.12765 0.0 -0.1 0.0 0.000
H -3.82745 2.92565 0.52885 0.0 0.0 0.0 0.000
H -2.01895 1.20560 0.35768 0.0 0.0 0.1 0.026
H -1.58927 2.55070 1.42770 0.1 -0.1 0.1 0.001
Br 3.87136 -4.55053 -0.13704 -0.1 0.1 0.1 0.000
C 1.98682 -4.53277 -0.41969 0.4 -0.2 -0.1 0.010
C 1.25039 -5.69180 -0.26943 -0.3 0.3 -0.1 0.005
C -0.08448 -5.62740 -0.64082 0.2 -0.2 0.0 -0.003
C -0.60707 -4.42830 -1.08431 -0.2 0.3 -0.2 0.007
N 0.09204 -3.28051 -1.14460 0.3 -0.8 0.3 0.025
C 1.39687 -3.36445 -0.85157 -0.2 0.3 -0.2 0.000
H 1.69703 -6.60347 0.09944 0.0 0.0 0.0 0.000
H -0.71128 -6.50555 -0.58448 -0.1 0.0 0.0 0.000
H -1.63604 -4.37021 -1.42419 -0.1 0.0 0.2 -0.002
H 1.98307 -2.46999 -1.01455 0.0 0.1 0.3 -0.001
Cl -4.03628 0.27693 3.30856 -0.1 0.0 0.0 -0.001
C -2.51660 1.10410 3.50816 0.3 -0.3 -0.1 -0.015
C -2.52990 2.37386 4.05608 0.0 0.2 0.1 0.008
C -1.34324 3.06797 4.24006 0.0 -0.1 -0.1 -0.017
C -0.14779 2.47208 3.84816 0.0 0.2 0.0 0.011
C -0.14662 1.20999 3.29659 -0.2 -0.3 -0.1 -0.012
C -1.32841 0.45563 3.12486 -0.1 1.0 0.0 0.051
C -1.26096 -0.89297 2.63106 0.4 -1.4 -1.9 -0.047
H -3.47224 2.81796 4.34930 0.0 0.0 0.0 0.000
H -1.34759 4.05351 4.68645 0.0 0.0 0.0 -0.002
H 0.78619 3.00770 3.97284 0.0 0.0 0.0 0.000
H 0.78017 0.75670 2.95991 0.0 0.0 0.0 -0.006
H -2.12133 -1.51844 2.84208 0.0 0.0 0.2 -0.023
H -0.30809 -1.34934 2.86451 -0.3 0.0 0.5 -0.025
C 0.71351 -3.11967 4.37026 0.1 -0.1 -0.3 -0.002
S 1.86940 -3.11940 2.96533 0.1 0.0 0.9 0.002
C 3.23416 -2.29047 3.87128 -0.2 -0.4 -0.3 0.002
O 1.42903 -2.08116 1.99552 0.3 0.5 -0.6 0.029
H 1.10716 -3.82845 5.09906 0.0 0.0 0.0 0.000
H -0.23702 -3.47058 3.97325 0.0 0.0 0.0 0.001
H 0.60628 -2.12359 4.79749 0.1 0.0 0.0 0.000
H 3.26731 -2.63982 4.90098 0.0 0.0 0.0 0.000
H 3.04028 -1.22066 3.82383 -0.1 0.0 0.0 0.000
H 4.16646 -2.52891 3.36252 0.0 0.1 0.0 0.000
```
Forces are in eV/Å.

E_LUMO (spin up / spin down) (eV): 2.1 / 2.1
Total charge: -1
Spin multiplicity: 2
Highest occupied orbital energy (spin up / spin down) (eV): -4.570 / -4.427
ΔE to the lowest compared entry with this formula, charge and spin (kJ/mol): 85.2
Orbital gap (spin up / spin down) (eV): 6.6 / 6.5


3.
A molecular structure, C4H10CuO2 in a non-equilibrium geometry. Source: OMol25; level of theory: ωB97M-V/def2-TZVPD.

Structure (XYZ):
```
17
Properties=species:S:1:pos:R:3:forces:R:3:mulliken_spin:R:1
O 0.94726 1.94157 1.33440 -0.1 -0.5 0.0 -0.140
C 1.80865 0.96351 0.78723 0.3 -1.7 -2.4 0.080
C 0.41670 0.56411 0.97671 0.0 1.7 0.6 -0.041
O -0.40033 0.67020 -0.10123 0.8 -0.9 0.0 0.016
C -1.78342 0.48987 0.13539 -0.1 0.1 -0.3 0.027
Cu 0.33380 3.69042 0.27527 -0.1 0.1 -0.1 1.046
H 2.58061 0.59464 1.46687 -0.1 0.2 -0.3 0.005
H 2.05828 0.89648 -0.36156 -0.2 1.0 2.3 0.007
H 0.09204 0.01019 1.86358 -0.1 0.2 -0.4 0.002
H 0.29864 -1.64405 -0.37540 0.0 -1.1 -2.4 0.001
H -2.23572 0.34631 -0.85214 0.0 0.3 0.2 -0.012
H -1.95211 -0.45025 0.68177 -0.1 0.5 0.3 0.002
H -2.15279 1.41856 0.59912 -0.3 -0.6 0.1 0.009
C 0.08752 -2.22326 -1.38302 -0.3 0.6 1.8 -0.001
H -0.91731 -2.63285 -1.21712 0.2 -0.1 -0.2 0.000
H 0.03023 -1.58626 -2.27444 0.2 0.1 0.5 0.000
H 0.78794 -3.04918 -1.55543 -0.1 0.3 0.2 0.000
```
Forces are in eV/Å.

E_LUMO (spin up / spin down) (eV): 0.7 / 0.3
Spin multiplicity: 2
Highest occupied orbital energy (spin up / spin down) (eV): -5.647 / -8.533
Orbital gap (spin up / spin down) (eV): 6.4 / 8.8


4.
3 unconnected molecules or ions with the total composition CH4N3P in a non-equilibrium geometry. Source: OMol25; level of theory: ωB97M-V/def2-TZVPD.

Structure (XYZ):
```
9
Properties=species:S:1:pos:R:3:forces:R:3:lowdin_charge:R:1
C -0.87207 -0.53934 -0.90731 -0.3 1.8 0.5 -0.466
N -0.71713 -1.72680 -0.36169 0.0 -1.7 -1.7 -0.086
N -0.34870 -1.66894 0.83279 0.7 -2.7 1.7 -0.119
N -0.25951 -0.46232 1.26908 0.7 1.3 2.0 -0.324
P -0.67954 0.72986 0.20685 0.0 1.3 -0.7 0.885
H 1.68438 1.82274 -0.70996 1.4 3.2 0.5 -0.043
H -1.03663 -0.40872 -1.92877 -0.6 -0.1 -1.4 0.019
H 0.19843 -0.37807 2.18409 -0.7 0.1 -0.5 0.111
H 2.03077 2.63159 -0.58507 -1.3 -3.1 -0.5 0.024
```
Forces are in eV/Å.

E_LUMO (eV): 0.5
Highest occupied orbital energy (eV): -9.668
ΔE to the lowest compared entry with this formula, charge and spin (kJ/mol): 236.4
Orbital gap (eV): 10.2


no.,E_tot (eV)
1,-290316.41583
2,-158958.76396
3,-53040.22050
4,-14858.29644